[1]
{
  "formula": "C3H6N2O2",
  "method": "ωB97M-V with the def2-TZVPD basis set",
  "smiles": "CN1C(=O)N[C@H]1O",
  "spin_multiplicity": 1,
  "homo_lumo_gap_ev": 10.32,
  "elements": ["C", "N", "C", "O", "N", "C", "O", "H", "H", "H", "H", "H", "H"],
  "xyz": [[0.598, -1.580, 0.040], [-0.126, -0.358, 0.135], [-1.460, 0.059, 0.001], [-2.477, -0.576, 0.153], [-1.016, 1.396, -0.260], [0.381, 0.904, -0.331], [1.295, 1.559, 0.390], [1.278, -1.629, -0.752], [1.050, -1.603, 1.040], [-0.008, -2.377, 0.013], [-1.565, 2.200, -0.272], [0.633, 0.995, -1.349], [1.418, 1.010, 1.194]],
  "atomic_forces_ev_per_a": [[0.894, 2.191, 2.762], [0.185, 1.005, -1.097], [0.434, 0.232, 0.624], [0.587, 1.075, -0.480], [-1.141, -3.447, 0.504], [-2.560, 0.963, -0.387], [1.556, -0.418, 2.023], [1.184, 0.150, -1.202], [0.898, -0.811, -0.485], [-2.511, -2.848, -0.303], [-0.349, 1.545, -0.162], [0.835, -0.525, -1.503], [-0.013, 0.887, -0.295]]
}

[2]
{
  "formula": "C9H13N2OS",
  "method": "ωB97M-V with the def2-TZVPD basis set",
  "charge": 1,
  "spin_multiplicity": 1,
  "homo_lumo_gap_ev": 6.80,
  "elements": ["C", "C", "C", "C", "C", "C", "C", "C", "C", "N", "N", "O", "S", "H", "H", "H", "H", "H", "H", "H", "H", "H", "H", "H", "H", "H"],
  "xyz": [[-2.109, 2.158, -2.141], [-3.281, 0.347, -1.783], [-1.122, 1.351, -1.768], [1.119, 0.942, 0.624], [0.741, 0.857, 2.081], [0.916, -0.664, 2.396], [1.349, -0.455, 0.112], [1.458, -0.822, -1.190], [2.071, -2.591, 1.212], [-3.340, 1.553, -2.273], [1.321, -1.291, 1.171], [1.086, 1.905, -0.035], [-1.861, -0.176, -1.227], [-1.953, 3.224, -2.299], [-4.070, -0.423, -1.793], [1.279, 1.605, 2.779], [-0.265, 1.160, 2.168], [1.601, -0.834, 3.204], [-0.049, -1.094, 2.759], [1.198, -1.764, -1.503], [1.555, -0.016, -1.891], [-0.060, 1.680, -1.463], [2.832, -2.651, 0.378], [2.589, -2.678, 2.112], [1.198, -3.336, 1.089], [-4.205, 2.015, -2.720]],
  "atomic_forces_ev_per_a": [[0.264, 1.744, -1.044], [-3.056, -2.292, -0.299], [1.491, -0.501, 2.062], [0.070, -2.664, 1.859], [1.916, -0.251, 1.129], [-1.413, 0.659, 0.942], [0.114, -0.419, -0.781], [-0.307, 2.837, 1.467], [-2.960, 0.285, -2.754], [-1.301, 1.561, -0.605], [1.528, -0.820, 0.343], [0.177, 3.261, -2.111], [2.758, 0.723, -0.363], [-0.369, -0.351, -0.354], [-0.059, 1.031, -0.143], [-0.383, -1.404, -1.266], [-1.420, 0.296, -0.039], [0.678, -0.077, 0.291], [0.487, 0.280, -0.264], [0.114, -2.227, -0.730], [0.117, 0.063, -0.416], [-1.801, -0.815, -0.677], [-1.155, 0.125, 0.671], [0.550, -0.258, 1.710], [2.091, 0.313, 0.263], [1.872, -1.097, 1.110]]
}

[3]
{
  "formula": "C11H12N2NiP",
  "method": "ωB97M-V with the def2-TZVPD basis set",
  "s_squared": 2.03,
  "charge": -1,
  "spin_multiplicity": 3,
  "homo_lumo_gap_ev": [3.63, 5.23],
  "elements": ["C", "C", "C", "C", "C", "Ni", "P", "H", "H", "H", "H", "H", "H", "H", "H", "N", "C", "C", "C", "C", "C", "N", "C", "H", "H", "H", "H"],
  "xyz": [[0.860, 0.956, -2.758], [0.182, 0.145, -3.665], [-0.320, -1.178, -3.521], [-0.290, -1.951, -2.351], [0.164, -1.580, -1.120], [-0.018, 0.053, -1.569], [0.084, 2.155, -0.747], [1.516, 1.755, -3.055], [0.027, 0.522, -4.682], [-0.736, -1.641, -4.415], [0.261, -2.253, -0.275], [-0.660, -2.970, -2.494], [-1.007, 2.573, 0.061], [0.243, 3.412, -1.413], [1.150, 2.354, 0.169], [2.929, -0.075, 4.472], [1.926, -0.108, 3.866], [0.717, -0.150, 3.073], [-0.556, -0.232, 3.657], [-1.675, -0.305, 2.830], [-1.479, -0.237, 1.443], [-0.273, -0.034, 0.915], [0.824, -0.101, 1.682], [-0.654, -0.247, 4.744], [-2.690, -0.400, 3.218], [-2.320, -0.356, 0.754], [1.796, -0.109, 1.181]],
  "atomic_forces_ev_per_a": [[1.797, -0.298, -2.291], [0.620, 0.171, -2.082], [0.053, 0.734, -0.902], [-0.249, -2.474, 0.232], [0.844, -3.143, 0.736], [-1.059, 4.004, 2.706], [-0.730, 0.192, 0.188], [-0.245, 0.556, -0.444], [-0.005, 0.028, -0.214], [-0.207, 0.182, 0.158], [-0.166, -0.340, -0.161], [-0.129, -0.293, -0.166], [0.037, 0.734, 0.648], [-0.031, -0.424, 0.090], [-0.154, 0.089, 0.111], [-2.252, -0.059, -1.277], [1.851, -0.033, 1.159], [0.087, -0.156, -0.028], [-0.128, 0.046, 0.253], [0.185, -0.069, -0.392], [0.348, 0.317, 0.918], [-0.008, -0.549, 0.886], [-0.814, 0.338, 0.109], [0.029, -0.011, -0.325], [0.351, -0.041, 0.059], [0.302, 0.292, 0.042], [-0.326, 0.207, -0.011]]
}